ORCA calculation (ωB97M-V/def2-TZVPD) on an isolated molecule of C19H26ClN3O2 in a non-equilibrium geometry.

Summary:
E_tot   -41212.447 eV
Gap between HOMO and LUMO   0.357 Ha
Energy above the lowest of the compared OMol25 structures with the same formula, charge and spin   2.299 eV
SMILES   CC(C)[C@H](O)C1CCN(Cc2nc(Cc3ccccc3Cl)no2)CC1

Each line ends with the Mulliken charge.
Positions of all 51 atoms, in Å:
C 2.4694 3.4251 -3.3061  -1.66
H 3.5417 3.3585 -3.4735  0.31
H 2.3007 4.0416 -2.4266  0.40
H 2.0098 3.9107 -4.1636  0.44
C 1.8816 2.0290 -3.1012  0.69
C 1.9959 1.2187 -4.3924  -1.50
H 1.5580 0.2297 -4.2818  0.34
H 1.4686 1.7308 -5.1941  0.44
H 3.0362 1.1134 -4.6966  0.32
H 0.8237 2.1355 -2.8464  0.33
C 2.5867 1.3521 -1.9038  -0.95
O 3.9805 1.2623 -2.1114  -0.60
H 4.1298 0.6815 -2.8665  0.44
H 2.4842 2.0149 -1.0366  0.53
C 2.0189 -0.0312 -1.5254  0.57
C 0.5180 -0.0290 -1.2459  -0.74
C 0.0601 -1.4183 -0.8128  -0.69
N 0.7718 -1.8396 0.3791  0.07
C 0.2480 -3.0761 0.9244  -0.84
C -1.1676 -2.8981 1.3334  0.65
N -1.6520 -2.0525 2.1873  -0.37
C -2.9947 -2.2849 2.1267  0.33
N -3.3070 -3.2382 1.2955  -0.58
O -2.1209 -3.6492 0.7676  -0.13
C -3.9804 -1.5145 2.9284  -0.76
C -3.5077 -0.1010 3.1222  0.27
C -3.3126 0.4245 4.3918  -0.54
C -2.8633 1.7210 4.5702  -0.67
C -2.5930 2.5166 3.4709  -0.44
C -2.7772 2.0149 2.1948  -0.71
C -3.2326 0.7181 2.0310  1.00
Cl -3.4634 0.1174 0.4246  -0.22
H -2.5700 2.6220 1.3275  0.43
H -2.2373 3.5270 3.6021  0.37
H -2.7201 2.1075 5.5678  0.38
H -3.5154 -0.1955 5.2526  0.34
H -4.1025 -1.9998 3.8994  0.39
H -4.9397 -1.5442 2.4060  0.29
H 0.2921 -3.9186 0.2086  0.27
H 0.8358 -3.3308 1.8112  0.47
C 2.1962 -1.9226 0.1194  -0.78
C 2.7245 -0.5482 -0.2696  -0.94
H 3.8013 -0.5966 -0.4354  0.41
H 2.5353 0.1428 0.5528  0.32
H 2.6928 -2.2616 1.0319  0.43
H 2.4171 -2.6520 -0.6832  0.37
H -1.0082 -1.3859 -0.5880  0.31
H 0.2119 -2.1353 -1.6429  0.27
H -0.0500 0.2585 -2.1310  0.39
H 0.2991 0.6781 -0.4449  0.29
H 2.2261 -0.7283 -2.3476  0.25